{"formula": "C8H23NSi2", "method": "ωB97M-V/def2-TZVPD", "homo_ev": -8.28, "smiles": "C[Si](C)(C)CNC[Si](C)(C)C", "orbital_gap_ev": 9.12, "e_lumo_ev": 0.8, "e_above_lowest_kcal_mol": 18.6, "symbols": ["H", "H", "C", "Si", "H", "H", "H", "N", "H", "C", "H", "H", "H", "Si", "C", "H", "H", "H", "H", "H", "H", "H", "C", "C", "H", "H", "C", "C", "C", "H", "H", "H", "H", "H"], "coordinates": [[1.4993, 2.4571, 0.1055], [-0.6181, -1.8402, 1.9930], [-2.3135, 3.0368, 0.7670], [0.9076, -2.4519, 0.1345], [-0.5297, -4.0631, -1.0272], [-1.4733, -1.8848, 0.4964], [-1.4628, 4.0269, -2.0271], [-0.5019, -0.0502, 0.8932], [2.0913, -3.0588, 2.1718], [0.2406, -3.3840, -1.3826], [0.7047, 3.8488, 0.9036], [0.6854, -4.1543, 1.9215], [1.9547, -0.8431, -1.2862], [-0.9124, 2.4210, -0.3442], [2.2664, -1.2626, -0.3372], [3.2140, -1.7740, -0.4765], [-1.9796, 0.2884, -0.6804], [0.2956, 3.6994, -2.0512], [-2.6766, 2.3244, 1.5313], [-0.8163, 2.5735, -2.8644], [-1.0047, 0.3797, 1.6751], [2.3756, -0.4420, 0.3823], [0.6275, 2.7949, 0.6514], [-0.9373, 0.5564, -0.3970], [-2.0177, 3.9307, 1.3182], [2.2189, -4.3821, 0.9973], [-0.5401, -1.5186, 0.9447], [-0.6859, 3.2859, -2.0463], [1.5240, -3.6446, 1.4328], [-0.2545, -2.7087, -2.0770], [1.0191, -3.9221, -1.8815], [-3.1751, 3.2977, 0.1463], [0.5723, 2.2859, 1.5898], [-0.2974, 0.1775, -1.1768]]}


{"formula": "C18H45O15P3", "method": "ωB97M-V/def2-TZVPD", "homo_ev": -9.69, "smiles": "COP(=O)(OC)OC.COP(=O)(OC)OC.COP(=O)(OC)OC.CC(C)=O.CC(C)=O.CC(C)=O", "orbital_gap_ev": 9.92, "e_lumo_ev": 0.2, "e_above_lowest_kcal_mol": 41.3, "symbols": ["C", "H", "O", "H", "C", "H", "C", "H", "O", "H", "H", "C", "H", "C", "H", "H", "C", "C", "H", "C", "P", "C", "H", "H", "H", "O", "C", "H", "H", "O", "H", "H", "H", "H", "H", "O", "H", "H", "O", "O", "H", "H", "C", "H", "H", "O", "O", "C", "P", "C", "O", "H", "H", "H", "C", "O", "H", "H", "H", "P", "H", "H", "H", "H", "O", "H", "C", "H", "H", "H", "H", "C", "H", "C", "H", "C", "O", "H", "O", "H", "O"], "coordinates": [[-3.7688, -5.2670, -1.6173], [4.8382, 0.8480, -1.5403], [1.1622, -0.6340, -5.8373], [4.1362, 2.4120, -1.9813], [-2.2498, 7.2100, -0.6383], [-2.5058, -4.1490, 1.0307], [4.9602, 2.0160, -1.3923], [2.9032, 3.6290, 1.3117], [-0.1308, 5.6810, 0.7457], [-3.3558, -0.7340, 0.0437], [1.2792, -3.9140, 5.9197], [-2.8068, -0.2970, 0.7437], [-1.4998, 7.5710, 0.2777], [-0.3318, -0.1150, 1.0957], [2.3062, 2.7760, 2.5437], [-3.2298, 7.7980, -0.6863], [0.2312, -3.8780, 5.5767], [-0.0568, 3.1840, -1.5133], [-2.3068, 5.0460, 2.3907], [3.9092, -0.0340, 3.2647], [-1.2458, 4.9120, 0.1317], [-2.2068, 3.9430, 2.4187], [-0.4698, -3.7240, 6.3357], [0.8262, 3.3380, -1.0623], [2.4642, -0.0290, -2.3733], [-0.7068, 4.4860, -1.3523], [-1.3048, -2.4800, -3.4703], [-0.5298, 0.5400, -6.3463], [-2.7428, 0.8380, 0.3827], [4.1452, 1.1380, 2.4527], [1.0592, 0.5020, -1.3763], [-3.1028, -0.4830, 1.6857], [-0.3028, 0.8440, 0.4657], [-0.2578, -2.8970, 2.3707], [-0.5578, -0.0710, 2.2957], [-3.7098, -7.0700, 0.0007], [-0.6648, 2.2630, -0.8713], [-3.0778, 3.2970, 2.3467], [-1.2318, -1.8150, -0.2193], [0.7252, -0.2570, -3.1663], [5.9922, 2.2200, -1.9193], [-0.9958, -3.9010, 3.1717], [0.5082, 0.5920, -6.2653], [-1.4038, -4.8760, 0.1347], [1.2032, -1.1140, -1.3273], [4.7172, 2.1130, 0.0487], [-0.5358, -1.8560, -4.5843], [-2.2128, -5.2220, 0.6647], [0.8912, -1.3110, -4.3623], [-1.4508, -0.9060, 0.5377], [1.7772, -2.4720, -4.0673], [-2.2688, -2.8430, -3.8933], [-4.8938, -5.1880, -1.6333], [-2.0698, -5.7300, 1.4397], [-0.1258, -3.4880, 3.0767], [0.4272, -1.8090, 4.5717], [-0.6058, -3.3250, -3.0713], [-1.7768, 7.0940, -1.6603], [1.0392, 1.2740, -5.5503], [3.8222, 1.0780, 0.9237], [-0.1218, -4.8140, 5.3627], [1.0242, 3.2580, 1.4817], [-3.4728, -5.6090, -2.5673], [0.7872, 0.9040, -7.3803], [2.4532, 1.8170, 0.7777], [3.7142, 0.3740, 4.1907], [-3.2968, -5.9310, -0.2503], [-1.4798, 3.4420, 3.2437], [3.0542, -0.7740, 3.0387], [-0.0448, 2.8750, -2.7293], [0.5732, -4.3850, 2.6337], [2.1092, 2.9690, 1.5747], [4.7012, -0.5960, 3.5777], [1.4822, -0.2710, -2.0823], [0.8082, -0.4860, 0.7827], [0.1742, -2.9820, 4.4717], [-1.4528, 3.6660, 1.2057], [-1.4648, -1.6770, -2.5303], [3.6552, -0.2770, 0.3757], [-3.4068, -4.0880, -1.6343], [-2.4238, 5.8350, -0.1653]]}


{"formula": "C4H12O4", "method": "ωB97M-V/def2-TZVPD", "homo_ev": -9.25, "smiles": "O=CCCCO.O.O", "orbital_gap_ev": 9.81, "e_lumo_ev": 0.6, "e_above_lowest_kcal_mol": 97.4, "symbols": ["H", "O", "H", "H", "H", "H", "C", "H", "O", "C", "C", "C", "H", "O", "H", "H", "H", "H", "O", "H"], "coordinates": [[-2.7820, -3.2036, -4.6683], [-2.3355, -2.3691, -4.6267], [2.3976, -0.8830, 0.7615], [0.9115, -1.0320, 1.9918], [1.0695, 1.5692, 1.8717], [-0.0581, -0.0660, -0.6826], [0.6065, 0.7282, -0.2807], [3.4780, 0.8851, 2.2870], [2.5729, -0.2959, 3.6846], [2.7352, 0.0885, 2.6001], [0.7027, 0.7516, 1.2866], [1.7414, -0.5380, 1.6133], [-0.3313, 0.6089, 1.6309], [-3.9307, 0.1780, -1.3595], [-2.2154, -2.2102, -5.5619], [-4.2297, 0.8616, -0.7655], [1.5143, 0.8101, -0.7812], [-4.3207, -0.7675, -1.0976], [0.0118, 1.9161, -0.7782], [-0.6971, 1.8134, -1.6624]]}


{"formula": "C5H6N3O2S", "method": "ωB97M-V/def2-TZVPD", "total_charge": -1, "homo_ev": -3.39, "orbital_gap_ev": 6.73, "e_lumo_ev": 3.3, "e_above_lowest_kcal_mol": 83.8, "symbols": ["N", "H", "H", "C", "O", "H", "C", "S", "C", "O", "C", "C", "H", "H", "N", "N", "H"], "coordinates": [[-1.2704, -1.1519, 0.6635], [-1.1385, 3.0484, -0.0455], [2.4926, -1.8150, -0.3809], [-2.0851, -0.0532, 0.2681], [-3.2637, -0.3287, 0.0736], [2.9273, 0.0495, -0.2087], [0.0340, -1.4573, 0.3960], [2.0639, 1.8088, 0.7169], [2.2143, -0.7540, -0.5194], [0.3470, -2.6402, 0.3988], [-1.5614, 1.2114, 0.4039], [0.7535, 0.8134, 0.6229], [-1.1397, 2.0746, -1.3741], [2.0984, -0.6984, -1.5827], [0.9334, -0.4334, 0.0923], [-1.6144, 2.2487, -0.4513], [-1.7912, -1.9227, 0.9265]]}


{"formula": "C12H4BBr4O5Tc", "method": "ωB97M-V/def2-TZVPD", "total_charge": -1, "homo_ev": [-3.80, -5.22], "multiplicity": 4, "orbital_gap_ev": [6.17, 7.58], "e_lumo_ev": [2.4, 2.4], "symbols": ["C", "Br", "C", "C", "H", "O", "C", "O", "C", "H", "H", "C", "O", "C", "H", "C", "O", "Br", "Tc", "C", "B", "C", "C", "O", "Br", "Br", "C"], "coordinates": [[0.2840, -0.6165, 4.2118], [-1.6592, -6.5687, 0.0265], [0.2837, -0.6475, 6.5859], [0.7126, -2.4769, -0.0126], [-0.5103, 1.1069, 7.5406], [-1.3193, -1.3068, -0.0330], [-0.2891, 0.6275, 6.5963], [1.3202, -1.3084, -0.0341], [-0.5798, 1.2899, 5.4044], [0.5009, -1.1444, 7.5220], [-1.0228, 2.2766, 5.4012], [1.3788, -3.7043, -0.0041], [0.4789, -1.0336, 2.9268], [-1.3786, -3.7037, -0.0020], [1.0213, -2.2746, 5.3632], [-0.6954, -4.9206, 0.0114], [0.0033, 1.7341, -0.0403], [3.2936, -3.6504, -0.0121], [0.0016, 0.0294, -0.0142], [-0.7117, -2.4767, -0.0122], [0.0056, 0.0327, 2.1133], [-0.2810, 0.6408, 4.2209], [0.5785, -1.2879, 5.3832], [-0.4712, 1.0826, 2.9438], [1.6581, -6.5692, 0.0239], [-3.2936, -3.6489, -0.0078], [0.6950, -4.9207, 0.0101]]}


{"formula": "C29H28F3N3O3S", "method": "ωB97M-V/def2-TZVPD", "homo_ev": -8.01, "smiles": "CN1C(=O)[C@@H](Cc2ccccc2)N(/C=C/[C@@H](Sc2cccc(C(F)(F)F)c2)c2cccc([N+](=O)[O-])c2)C1(C)C", "orbital_gap_ev": 7.04, "e_lumo_ev": -1.0, "e_above_lowest_kcal_mol": 0.0, "symbols": ["C", "C", "C", "O", "C", "H", "C", "H", "H", "C", "H", "F", "N", "H", "H", "H", "H", "H", "C", "C", "H", "C", "H", "C", "C", "C", "C", "H", "H", "S", "H", "H", "C", "C", "N", "C", "C", "H", "H", "C", "H", "C", "C", "C", "H", "C", "H", "N", "H", "O", "C", "C", "C", "C", "H", "H", "C", "F", "H", "H", "C", "H", "O", "H", "H", "F", "C"], "coordinates": [[0.3815, -6.3861, 5.7278], [-6.9760, -0.4029, 2.6146], [-1.6004, 4.3185, 3.0241], [5.4282, 2.5238, 2.5109], [-2.7015, -0.1908, 2.1695], [-4.5755, 0.4680, 0.3327], [-2.5927, 2.0858, 3.3059], [-2.3739, 0.1816, 4.2734], [-1.0543, 4.8111, 3.8442], [-4.7544, -0.8973, 3.4450], [1.9048, 0.5799, 2.8251], [2.5299, -8.4335, 5.9653], [6.1964, 1.5376, 2.5145], [4.3372, -3.3859, 3.0053], [6.7732, -2.9659, 2.8760], [-0.6505, -3.9667, 3.5047], [-0.0001, -7.1299, 6.4486], [2.0647, -2.0483, 4.3362], [6.0753, -2.1397, 2.8113], [6.5823, -0.8518, 2.6939], [1.0146, 3.6888, 3.9547], [-5.0366, 0.0928, 1.2509], [3.3023, -5.1571, 4.3825], [0.7146, 2.6517, 4.1509], [0.4542, 2.4515, 1.6695], [-0.0260, -4.5627, 4.1768], [4.6974, -2.3554, 2.9339], [1.6152, 2.0379, 4.2106], [-2.6618, 4.5752, 3.1050], [1.9138, -3.3064, 2.7082], [-0.4412, -1.2452, 3.2257], [-8.0530, -0.3891, 2.7593], [-6.4190, 0.0945, 1.4358], [4.2632, -0.0328, 2.7168], [-0.6475, 0.7894, 3.1504], [-6.1405, -0.9117, 3.6089], [2.6538, -7.1144, 6.3349], [-2.4531, 0.2913, 1.2067], [7.6423, -0.6312, 2.6461], [0.1027, -0.3219, 3.1447], [-4.0813, -1.2796, 4.2166], [5.6643, 0.2063, 2.6136], [1.4430, -0.3712, 3.0242], [1.3683, -4.3719, 3.9936], [-1.5871, -5.8373, 5.0698], [1.7607, -6.1838, 5.5487], [-7.0538, 0.4890, 0.6493], [-1.4955, 2.8736, 3.1083], [-6.5555, -1.3227, 4.5220], [-3.7405, 2.5024, 3.4609], [-0.5183, -5.5780, 5.0106], [-0.2082, 2.1765, 3.0256], [2.2600, -5.2125, 4.6779], [3.7598, -1.3183, 2.9141], [-0.2501, 2.2315, 0.8579], [-2.2368, -1.1916, 2.1767], [-2.0945, 0.6445, 3.3061], [2.3423, -7.0872, 7.6732], [1.3542, 1.8454, 1.5366], [0.1880, 2.6145, 5.1085], [-4.2055, -0.3446, 2.2857], [-1.2117, 4.6986, 2.0649], [7.4396, 1.6874, 2.4318], [0.7383, 3.5110, 1.6273], [3.7085, 0.9058, 2.6551], [3.9719, -6.8139, 6.2412], [2.2930, -1.5475, 3.3063]]}


{"formula": "C12H13BrClN", "method": "ωB97M-V/def2-TZVPD", "homo_ev": -8.53, "smiles": "Clc1ccc(Br)cc1CC1=CCCNC1", "orbital_gap_ev": 9.31, "e_lumo_ev": 0.8, "e_above_lowest_kcal_mol": 0.0, "symbols": ["H", "C", "C", "H", "H", "H", "C", "H", "C", "H", "C", "C", "H", "C", "H", "H", "H", "Cl", "C", "C", "C", "C", "Br", "H", "H", "N", "H", "C"], "coordinates": [[-1.7848, -1.3589, 0.1099], [-1.6929, 1.4492, -1.4810], [-1.0302, 3.6379, -0.6025], [-3.0034, 3.1870, -1.2410], [2.7309, -2.3981, 1.6405], [-0.8560, -0.9682, -2.1904], [-2.0158, 2.7706, -1.1342], [1.6466, 1.5503, -0.6413], [0.3121, 3.1602, -0.4693], [2.1965, -1.9947, -0.7857], [-0.4030, 0.9387, -1.3149], [0.5957, 1.7964, -0.7960], [0.8113, -0.4861, -2.3141], [1.6895, -1.5042, 0.0279], [2.1854, -0.5224, 0.1597], [-0.7452, -3.4116, 1.5780], [-1.3613, -1.9898, 2.4274], [-3.0055, 0.5125, -2.1383], [-0.7988, -1.5828, 0.4375], [0.2915, -1.2410, -0.3713], [0.7861, -1.9706, 2.2881], [-0.5882, -2.3189, 1.7569], [1.7229, 4.3708, 0.0536], [0.9980, -2.5241, 3.2238], [-1.2473, 4.6384, -0.3564], [1.7782, -2.3382, 1.2480], [0.8273, -0.9077, 2.5219], [-0.0397, -0.4950, -1.6367]]}


{"formula": "C36H52BrN3OP2Pd", "method": "ωB97M-V/def2-TZVPD", "total_charge": 2, "homo_ev": [-11.99, -11.92], "multiplicity": 3, "orbital_gap_ev": [5.13, 3.38], "e_lumo_ev": [-6.9, -8.5], "e_above_lowest_kcal_mol": 17.2, "symbols": ["H", "H", "H", "H", "C", "H", "H", "C", "H", "C", "H", "N", "C", "C", "Pd", "C", "C", "H", "N", "H", "C", "C", "H", "P", "C", "H", "O", "H", "P", "H", "C", "C", "H", "C", "H", "C", "C", "H", "H", "H", "H", "H", "H", "H", "H", "H", "H", "C", "H", "H", "C", "H", "H", "N", "C", "H", "C", "H", "H", "H", "H", "Br", "C", "H", "H", "H", "H", "H", "H", "C", "H", "H", "H", "C", "H", "H", "C", "C", "H", "C", "C", "C", "H", "C", "C", "C", "H", "C", "C", "C", "C", "C", "H", "C", "H", "H"], "coordinates": [[0.5012, -1.1883, 4.8978], [-4.1392, -3.0320, 4.7756], [-3.6249, -0.7665, 3.7921], [-3.5549, 2.4909, -5.2843], [-2.9279, 2.3379, -1.8990], [-2.4856, -3.1794, -2.2070], [-3.9080, -2.5514, -0.4343], [-6.5993, 4.3456, -6.9743], [-1.0349, 0.4724, 6.3687], [-1.2465, 0.7210, 2.4416], [-4.0312, -1.0223, -1.3047], [-7.1127, 5.5460, -6.7101], [-4.5866, 3.7000, -3.8625], [-2.8561, -1.3834, 4.2595], [0.2700, -0.2185, -0.7460], [-5.5131, 4.2988, -4.8110], [-0.3141, 2.3793, 3.6696], [-2.8877, -1.1721, 0.0257], [-0.6686, 1.3785, 4.5029], [6.3593, 2.8345, -0.9141], [-3.1199, -2.6426, 4.7987], [-0.5768, 1.1930, -2.9881], [-5.3855, 2.6874, -6.2818], [5.7191, -0.8656, -1.0149], [-2.0807, -3.3855, 5.3791], [0.9005, -2.6800, -4.5750], [-1.5582, -0.0969, 1.5524], [0.3436, 0.7627, -3.3552], [-0.5801, -2.1800, -1.1590], [0.4189, 1.4992, 6.2856], [-0.7722, -2.8780, 5.4088], [5.5162, -2.0500, 1.4771], [5.0697, 1.1115, 0.2149], [-2.2663, -2.1687, -1.8302], [-0.4558, -1.6767, -4.0726], [-1.5526, -0.8758, 4.3351], [6.4818, 1.8156, -1.2971], [0.7455, 4.1613, 3.3374], [5.6483, -2.5379, -4.3999], [-4.6231, 4.1155, -2.8490], [0.9177, -3.7111, -2.1667], [6.9689, -2.2811, -3.2475], [6.5312, 1.8756, -2.3896], [-7.3357, 7.1372, -5.3725], [0.0404, -3.4597, 5.8487], [-1.2229, -5.1987, 0.9782], [-1.4461, 1.6556, -4.9137], [-6.1059, 5.5573, -4.5495], [-5.9213, 6.0684, -3.6062], [5.6744, -3.4423, -2.8810], [5.0810, -1.3419, -2.6748], [1.4723, -2.0302, -2.3178], [-6.8220, 3.8768, -7.9418], [-1.3024, 0.4168, 3.8076], [5.8923, -2.4683, -3.3334], [1.2310, 3.3230, 4.8263], [-0.6221, 1.3935, 5.9537], [6.5070, -2.4325, 1.2080], [-2.1165, 1.7192, 0.0374], [5.6451, -1.1442, 2.0778], [7.4383, 1.4290, -0.9280], [1.9071, 0.6478, 0.9735], [0.3722, 3.5818, 4.1888], [-1.2006, 2.2464, 6.3394], [3.7856, -1.1724, 0.4509], [4.4010, 1.1327, -1.4145], [-2.2633, -1.5016, -2.7046], [-3.8473, 2.7741, -1.5103], [5.0232, -2.7989, 2.1053], [-0.4289, -3.3371, 0.2185], [4.3662, -2.7057, -0.2541], [-0.6172, -3.4448, -4.0864], [0.5541, -3.8136, 0.0933], [-6.8903, 6.1527, -5.5466], [5.1279, -0.4360, -3.2963], [-0.3081, 4.2270, 4.7657], [-3.6596, 2.7781, -4.2331], [5.3139, 0.9241, -0.8406], [-0.4417, 2.5667, 1.4938], [0.0667, -2.6178, -3.8682], [-0.5091, -1.6111, 4.8936], [-1.5298, -4.3920, 0.3044], [-1.7447, -4.8512, -0.6669], [-5.7945, 3.6763, -6.0450], [-3.3242, -1.7100, -0.8259], [-2.7125, 2.2679, -3.2925], [-2.4637, -3.9795, 0.6991], [-0.6769, 2.0362, 2.3962], [0.6026, -2.6973, -2.4439], [-1.9852, 1.7775, -1.0408], [-1.5487, 1.7008, -3.8346], [-0.8573, 1.2158, -1.6236], [4.0239, -1.6248, -2.5757], [4.6876, -1.7657, 0.2173], [-0.3786, -2.7207, 1.1274], [-2.2864, -4.3819, 5.7833]]}